(A)
Density functional theory data (the ωB97M-V functional and the def2-TZVPD basis) for a single C14H16N4O2S molecule.

Each line ends with the Mulliken charge.
Atoms and positions in Å:
S (-0.43, 3.57, -2.67)  -0.418
O (5.03, 0.61, 1.38)  -0.508
O (4.89, -1.57, 0.88)  -0.519
N (-1.66, 1.22, -2.49)  0.045
N (0.60, 1.12, -2.50)  -0.146
N (-1.26, 0.12, -1.70)  0.330
N (4.51, -0.50, 1.50)  0.865
C (-3.07, 1.67, -2.35)  -0.675
C (2.05, -0.66, 1.68)  0.883
C (0.69, 0.16, -0.17)  -0.756
C (0.97, -0.81, 2.61)  -0.592
C (3.37, -0.54, 2.26)  0.231
C (-3.41, -0.58, -1.16)  -0.804
C (0.23, 0.08, -1.60)  -0.373
C (-1.98, -1.09, -1.41)  -0.479
C (1.79, -0.53, 0.27)  -0.452
C (-0.50, 1.91, -2.71)  -0.084
C (3.49, -0.43, 3.64)  -0.459
C (2.42, -0.62, 4.55)  -0.726
C (-3.97, 0.44, -2.20)  -0.634
C (1.16, -0.80, 4.00)  -0.367
H (-5.02, 0.78, -2.07)  0.370
H (-0.10, -0.92, 2.42)  0.285
H (-1.69, -1.56, -0.50)  0.206
H (2.49, -0.83, 5.62)  0.359
H (-3.44, -0.20, -0.17)  0.351
H (1.58, 1.49, -2.49)  0.315
H (-0.01, 0.55, 0.58)  0.412
H (0.57, -0.82, -2.14)  0.296
H (2.52, -1.05, -0.34)  0.537
H (-3.17, 2.38, -1.58)  0.399
H (-3.37, 2.13, -3.27)  0.364
H (0.17, -1.00, 4.54)  0.262
H (-1.79, -1.79, -2.18)  0.362
H (-4.10, -1.40, -1.23)  0.407
H (4.41, -0.42, 4.13)  0.421
H (-3.98, -0.14, -3.17)  0.293

Values from the calculation:
LUMO energy	-0.770	eV
Kohn-Sham gap	6.7	eV
spin multiplicity	1
total charge	0
SMILES string	O=[N+]([O-])c1ccccc1/C=C/[C@@H]1NC(=S)N2CCCCN12

=====

(B)
Density functional theory data (the ωB97M-V functional and the def2-TZVPD basis) for a single C14H16N4O2S molecule.

Each line ends with the Mulliken charge.
Atoms and positions in Å:
S (3.66, 0.53, -1.68)  -0.188
O (0.55, 3.82, -3.58)  -0.642
O (3.05, -2.28, 0.23)  -0.652
N (1.94, 2.31, -2.61)  -0.081
N (0.81, 2.76, -0.21)  -0.804
N (1.80, -0.56, 1.03)  -0.077
N (1.82, 1.89, -0.32)  -0.274
C (-0.50, -1.06, 0.34)  -0.405
C (0.36, 3.41, -1.23)  0.785
C (0.91, 3.25, -2.58)  0.369
C (2.36, 1.67, -1.49)  0.529
C (-3.84, -1.96, 1.89)  -0.598
C (0.63, -1.34, 1.34)  -0.760
C (-3.01, -3.87, 0.72)  -0.597
C (-0.77, 4.36, -1.04)  -1.085
C (-1.89, -3.16, 0.33)  -0.351
C (-3.99, -3.28, 1.49)  -0.418
C (-2.72, -1.24, 1.51)  -0.267
C (-1.74, -1.83, 0.72)  0.240
C (2.88, -1.10, 0.43)  0.596
C (3.92, -0.05, 0.03)  -0.694
H (-3.12, -4.90, 0.40)  0.373
H (0.29, -1.08, 2.35)  0.254
H (-1.13, -3.62, -0.27)  0.382
H (-2.61, -0.21, 1.81)  0.367
H (0.91, -2.39, 1.32)  0.406
H (3.91, 0.82, 0.68)  0.397
H (-0.71, 0.01, 0.33)  0.224
H (2.39, 2.12, -3.50)  0.221
H (-0.17, -1.37, -0.66)  0.316
H (1.69, 0.45, 0.99)  0.353
H (4.91, -0.52, 0.00)  0.401
H (-4.86, -3.84, 1.79)  0.374
H (-1.06, 4.39, 0.00)  0.350
H (-1.61, 4.04, -1.66)  0.274
H (-4.60, -1.49, 2.50)  0.373
H (-0.47, 5.34, -1.39)  0.308

Values from the calculation:
LUMO energy	-0.088	eV
Kohn-Sham gap	9.0	eV
spin multiplicity	1
total charge	0
SMILES string	Cc1nnc(SCC(=O)NCCc2ccccc2)[nH]c1=O

=====

What should be chosen as the most stable of them? Choose (B).

=====

(A)
Density functional theory data (the ωB97M-V functional and the def2-TZVPD basis) for a molecular structure, C4H6BrNS.

Each line ends with the Mulliken charge.
Atoms and positions in Å:
Br (-1.07, 0.74, 2.25)  -0.256
S (1.30, 0.65, -1.02)  -0.098
N (-0.32, 0.02, -0.63)  -0.013
C (2.06, -0.37, 0.16)  -0.167
C (-1.36, 0.82, -1.23)  -0.924
C (1.15, -0.87, 1.02)  -0.794
C (-0.24, -0.43, 0.69)  -0.022
H (-2.24, 0.22, -1.02)  0.365
H (3.08, -0.47, 0.11)  0.422
H (-1.06, 0.90, -2.19)  0.400
H (-1.60, 1.75, -0.70)  0.300
H (1.36, -1.43, 1.80)  0.505
H (-1.05, -1.53, 0.76)  0.283

Values from the calculation:
LUMO energy	0.427	eV
Kohn-Sham gap	8.5	eV
spin multiplicity	1
total charge	0

=====

(B)
Density functional theory data (the ωB97M-V functional and the def2-TZVPD basis) for 2 unconnected molecules or ions with the total composition C4H6BrNS.

Each line ends with the Mulliken charge.
Atoms and positions in Å:
Br (-2.49, -0.61, 0.73)  -0.167
S (-0.46, 0.20, -1.49)  -0.169
N (1.93, -1.51, 0.07)  0.026
C (-1.51, 2.17, 0.00)  -0.810
C (-1.46, 0.74, -0.37)  0.260
C (2.28, -0.42, -0.29)  -0.325
C (1.30, -2.47, 0.63)  -0.457
H (0.78, -3.04, -0.14)  0.229
H (-1.41, 2.78, -1.00)  0.263
H (-2.52, 2.47, 0.47)  0.320
H (-0.58, 2.32, 0.52)  0.274
H (3.17, -0.07, -0.75)  0.235
H (0.97, -2.55, 1.60)  0.322

Values from the calculation:
LUMO energy	-0.197	eV
Kohn-Sham gap	7.6	eV
spin multiplicity	1
total charge	0

=====

What should be chosen as the most stable of them? Choose (A).

=====

(A)
Density functional theory data (the ωB97M-V functional and the def2-TZVPD basis) for a single C6H8N2 molecule.

Each line ends with the Mulliken charge.
Atoms and positions in Å:
N (1.49, -1.15, -0.18)  0.054
N (-1.02, -1.47, -0.09)  -0.545
C (-1.94, -0.16, -0.03)  -0.402
C (0.23, -0.75, -0.35)  0.166
C (0.19, 0.59, -0.31)  0.147
C (2.25, -0.12, -0.04)  -0.312
C (-1.22, 1.19, -0.13)  -0.380
C (1.57, 1.05, 0.07)  -0.685
H (3.30, -0.06, 0.48)  0.272
H (-1.22, 1.68, -1.12)  0.282
H (2.23, 1.92, -0.03)  0.330
H (-2.70, -0.27, -0.78)  0.250
H (1.70, -2.05, -0.25)  0.032
H (-2.59, -0.28, 1.02)  0.231
H (-0.92, -2.01, 0.91)  0.301
H (-1.35, 1.88, 0.85)  0.257

Values from the calculation:
LUMO energy	0.924	eV
Kohn-Sham gap	8.6	eV
spin multiplicity	1
total charge	0
SMILES string	c1cc2c([nH]1)NCC2

=====

(B)
Density functional theory data (the ωB97M-V functional and the def2-TZVPD basis) for a single C6H8N2 molecule.

Each line ends with the Mulliken charge.
Atoms and positions in Å:
N (0.98, -0.63, 0.03)  -0.045
N (-3.20, 0.02, -0.87)  -0.498
C (-1.15, -0.11, 0.67)  0.319
C (-0.24, 1.23, 0.45)  -0.859
C (0.78, 0.64, -0.54)  -0.334
C (2.13, -0.03, -0.45)  -0.236
C (-0.24, -1.32, 0.17)  -0.870
C (-2.39, -0.09, -0.04)  0.096
H (2.55, -0.46, -1.39)  0.246
H (-0.20, -2.09, 0.91)  0.331
H (-0.73, 2.10, 0.03)  0.383
H (0.46, 0.72, -1.57)  0.252
H (0.19, 1.53, 1.41)  0.284
H (-1.24, -0.19, 1.77)  0.309
H (-0.67, -1.63, -0.78)  0.426
H (2.96, 0.31, 0.20)  0.198

Values from the calculation:
LUMO energy	0.900	eV
Kohn-Sham gap	9.5	eV
spin multiplicity	1
total charge	0
SMILES string	N#C[C@@H]1C[C@H]2CN2C1

=====

What should be chosen as the most stable of them? Choose (A).

=====

(A)
Density functional theory data (the ωB97M-V functional and the def2-TZVPD basis) for a single C6H8N2 molecule.

Each line ends with the Mulliken charge.
Atoms and positions in Å:
N (2.59, 0.15, 0.06)  -0.645
N (0.77, -0.91, -0.65)  -0.312
C (-1.53, 0.08, 0.18)  -0.841
C (0.45, 1.57, -0.16)  -0.266
C (-0.70, -0.92, -0.51)  -0.077
C (-0.85, 1.49, -0.10)  -0.441
C (0.23, -1.74, 0.29)  -0.484
C (1.38, 0.33, -0.24)  0.580
H (3.00, 0.88, 0.62)  0.233
H (-1.69, 2.24, -0.12)  0.324
H (-1.41, 0.02, 1.36)  0.208
H (-1.05, -1.37, -1.42)  0.436
H (-2.46, 0.14, -0.22)  0.441
H (0.06, -2.74, -0.06)  0.279
H (0.18, -1.71, 1.41)  0.280
H (1.03, 2.51, -0.44)  0.286

Values from the calculation:
LUMO energy	0.714	eV
Kohn-Sham gap	9.8	eV
spin multiplicity	1
total charge	0
SMILES string	[H]/N=C1\C=CC[C@@H]2CN12

=====

(B)
Density functional theory data (the ωB97M-V functional and the def2-TZVPD basis) for a single C6H8N2 molecule.

Each line ends with the Mulliken charge.
Atoms and positions in Å:
N (0.88, 1.66, 1.68)  -0.634
N (-0.79, -0.55, -0.65)  0.068
C (-1.33, 0.55, 1.23)  -0.704
C (0.09, -1.49, -1.49)  -0.465
C (1.22, -0.54, -1.16)  -0.367
C (-1.72, -0.38, 0.26)  -0.597
C (0.30, 0.20, -0.27)  -0.210
C (-0.04, 1.01, 0.82)  0.491
H (0.35, -2.36, -0.91)  0.229
H (0.33, 2.30, 2.22)  0.290
H (-0.21, -1.66, -2.47)  0.356
H (1.67, 0.05, -2.01)  0.203
H (2.13, -0.88, -0.64)  0.232
H (-1.69, 0.77, 2.17)  0.424
H (-2.67, -0.90, 0.18)  0.402
H (1.46, 2.23, 1.05)  0.283

Values from the calculation:
LUMO energy	1.030	eV
Kohn-Sham gap	8.3	eV
spin multiplicity	1
total charge	0
SMILES string	Nc1ccn2c1CC2

=====

(C)
Density functional theory data (the ωB97M-V functional and the def2-TZVPD basis) for a single C6H8N2 molecule.

Each line ends with the Mulliken charge.
Atoms and positions in Å:
N (-0.18, 0.82, -1.46)  -0.376
N (0.65, 0.73, 1.38)  -0.482
C (-1.01, -0.69, 0.40)  -0.275
C (-1.27, 0.63, -0.48)  -0.129
C (0.50, -1.12, -0.01)  -0.582
C (-0.85, 0.62, 0.94)  -0.668
C (0.91, -0.01, -1.02)  -0.315
C (1.36, -0.07, 0.42)  -0.267
H (-2.17, 0.86, -1.00)  0.448
H (-0.32, 0.55, -2.32)  0.247
H (0.71, -2.18, 0.10)  0.480
H (-1.56, 0.71, 1.69)  0.329
H (1.78, 0.10, -1.79)  0.341
H (0.71, 0.46, 2.38)  0.282
H (2.42, 0.18, 0.46)  0.520
H (-1.66, -1.59, 0.31)  0.446

Values from the calculation:
LUMO energy	1.028	eV
Kohn-Sham gap	9.3	eV
spin multiplicity	1
total charge	0
SMILES string	N1[C@@H]2[C@@H]3N[C@@H]4[C@H]1[C@@H]4[C@H]23

=====

What should be chosen as the most stable of them? Choose (B).

=====

(A)
Density functional theory data (the ωB97M-V functional and the def2-TZVPD basis) for a single C6H8N2 molecule.

Each line ends with the Mulliken charge.
Atoms and positions in Å:
N (-1.69, -1.87, -0.84)  -0.383
N (-2.98, 0.36, -0.92)  -0.492
C (0.41, 0.34, 0.24)  0.925
C (-0.45, -0.66, 0.62)  -0.752
C (0.16, 1.28, -0.88)  -1.349
C (1.75, 0.45, 0.90)  -1.286
C (-0.65, -1.94, -0.11)  0.003
C (-2.21, -0.45, -0.58)  0.402
H (-0.89, 1.55, -1.06)  0.391
H (0.55, 0.90, -1.82)  0.305
H (1.88, 1.47, 1.28)  0.348
H (0.56, 2.27, -0.69)  0.384
H (-0.31, -2.89, 0.30)  0.368
H (-0.58, -0.84, 1.69)  0.446
H (2.55, 0.30, 0.17)  0.316
H (1.89, -0.27, 1.70)  0.375

Values from the calculation:
LUMO energy (alpha / beta)	-0.961 / -0.466	eV
Kohn-Sham gap (alpha / beta)	7.1 / 7.8	eV
spin multiplicity	1
total charge	0
SMILES string	CC(C)=C/C=N\C#N

=====

(B)
Density functional theory data (the ωB97M-V functional and the def2-TZVPD basis) for a molecular structure, C6H8N2.

Each line ends with the Mulliken charge.
Atoms and positions in Å:
N (-3.17, -1.35, -0.72)  -0.561
N (-1.75, 1.16, -0.09)  -0.648
C (0.44, 0.58, 1.03)  -0.664
C (-0.56, 0.44, -0.08)  0.643
C (0.81, 1.09, -0.28)  -0.625
C (-2.01, -1.51, -0.76)  0.235
C (0.32, -2.24, -0.97)  -0.822
C (-0.70, -1.42, -0.83)  0.368
H (0.02, -3.25, -1.17)  0.280
H (0.95, -0.38, 1.47)  0.196
H (0.81, 2.06, -0.47)  0.366
H (-2.23, 1.17, 0.77)  0.226
H (1.39, -2.06, -1.16)  0.284
H (0.28, 1.35, 1.77)  0.301
H (1.40, 0.38, -0.99)  0.104
H (-2.31, 0.68, -0.73)  0.319

Values from the calculation:
LUMO energy	0.099	eV
Kohn-Sham gap	9.1	eV
spin multiplicity	1
total charge	0

=====

(C)
Density functional theory data (the ωB97M-V functional and the def2-TZVPD basis) for a molecular structure, C6H8N2.

Each line ends with the Mulliken charge.
Atoms and positions in Å:
N (-1.47, -0.18, -0.78)  -0.607
N (1.44, 0.12, 0.89)  -0.613
C (-1.71, -0.04, 0.77)  -0.511
C (1.68, 0.26, -0.68)  -0.587
C (-0.20, -0.40, -0.53)  0.587
C (0.21, 0.53, 0.61)  0.247
C (0.21, 0.31, -1.57)  -0.480
C (-0.34, -0.11, 1.64)  -0.547
H (-0.15, -1.20, 1.87)  0.286
H (-2.23, 0.99, 0.84)  0.276
H (2.34, -0.60, -0.93)  0.296
H (0.03, 1.60, 0.64)  0.376
H (0.16, -1.47, -0.43)  0.263
H (0.21, -0.16, -2.55)  0.312
H (-2.47, -0.85, 1.07)  0.352
H (2.28, 1.21, -0.87)  0.350

Values from the calculation:
LUMO energy	-1.874	eV
Kohn-Sham gap	5.9	eV
spin multiplicity	1
total charge	0

=====

What should be chosen as the most stable of them? Choose (B).

=====

(A)
Density functional theory data (the ωB97M-V functional and the def2-TZVPD basis) for a molecular structure, C6H8N2.

Each line ends with the Mulliken charge.
Atoms and positions in Å:
N (1.35, -0.90, -0.32)  -0.681
N (0.83, 0.31, -0.87)  -0.059
C (0.33, -1.50, 0.30)  -0.322
C (-0.13, 1.74, 0.41)  -0.729
C (1.23, 1.60, -0.26)  -0.430
C (-0.48, 0.59, -0.30)  0.164
C (-0.90, -0.75, 0.28)  0.424
C (-2.01, -1.45, 0.68)  -0.898
H (0.38, -2.42, 0.80)  0.476
H (1.14, 2.36, -1.09)  0.201
H (-0.12, 1.81, 1.52)  0.270
H (-0.78, 2.42, -0.03)  0.313
H (-2.95, -1.03, 0.38)  0.303
H (2.19, 1.42, 0.20)  0.411
H (-1.98, -2.66, 0.88)  0.204
H (-1.32, 0.76, -0.98)  0.353

Values from the calculation:
LUMO energy	0.532	eV
Kohn-Sham gap	8.7	eV
spin multiplicity	1
total charge	0

=====

(B)
Density functional theory data (the ωB97M-V functional and the def2-TZVPD basis) for a molecular structure, C6H8N2.

Each line ends with the Mulliken charge.
Atoms and positions in Å:
N (0.13, -1.21, 0.78)  -0.670
N (3.31, -0.45, -0.50)  -0.444
C (-1.28, 0.28, -0.62)  -1.440
C (0.47, 1.03, 0.98)  -1.140
C (2.28, -0.28, -0.04)  -0.158
C (-1.30, -1.09, -0.09)  -0.282
C (0.05, 0.87, -0.49)  -0.149
C (0.81, -0.03, 0.25)  1.377
H (-1.92, 0.90, -0.07)  0.389
H (-1.95, -1.66, 0.61)  0.350
H (0.37, 1.80, -1.04)  0.407
H (-1.06, -1.73, -1.04)  0.190
H (1.18, 1.94, 1.04)  0.280
H (-1.66, 0.44, -1.50)  0.629
H (-0.41, 1.08, 1.64)  0.304
H (0.98, -1.90, 0.09)  0.355

Values from the calculation:
LUMO energy	0.628	eV
Kohn-Sham gap	10.5	eV
spin multiplicity	1
total charge	0

=====

(C)
Density functional theory data (the ωB97M-V functional and the def2-TZVPD basis) for a molecular structure, C6H8N2.

Each line ends with the Mulliken charge.
Atoms and positions in Å:
N (2.99, -0.27, 0.83)  -0.497
N (0.25, 1.62, -0.87)  -0.768
C (-1.51, -0.86, -1.22)  -1.227
C (-0.25, -0.74, -0.45)  -0.010
C (0.79, -1.50, -0.24)  -0.267
C (0.26, 0.68, 0.04)  1.196
C (-0.18, 0.97, 1.48)  -1.238
C (1.93, -0.38, 0.36)  0.046
H (-0.23, 0.06, 2.08)  0.379
H (1.19, -2.46, -0.52)  0.442
H (-1.55, -0.08, -1.99)  0.325
H (0.55, 1.64, 1.93)  0.370
H (-2.37, -0.72, -0.56)  0.289
H (0.86, 2.39, -0.61)  0.270
H (-1.15, 1.47, 1.45)  0.350
H (-1.59, -1.83, -1.71)  0.340

Values from the calculation:
LUMO energy (alpha / beta)	-0.686 / -0.686	eV
Kohn-Sham gap (alpha / beta)	8.7 / 8.7	eV
spin multiplicity	1
total charge	0

=====

(D)
Density functional theory data (the ωB97M-V functional and the def2-TZVPD basis) for a single C6H8N2 molecule.

Each line ends with the Mulliken charge.
Atoms and positions in Å:
N (-0.47, 1.18, 0.29)  -0.270
N (0.46, -1.39, -0.53)  -0.475
C (-0.93, 0.45, -1.01)  -0.552
C (-0.79, -0.99, -0.47)  0.082
C (0.88, 0.86, 0.48)  -0.038
C (-1.28, 1.85, -0.66)  -0.147
C (1.25, -1.64, 0.72)  -0.422
C (0.88, -0.32, 1.19)  -0.476
H (0.92, -2.61, 1.25)  0.253
H (-0.04, -0.35, 1.82)  0.307
H (-1.64, -1.39, 0.18)  0.342
H (2.25, -1.80, 0.40)  0.280
H (-0.04, 0.50, -1.71)  0.263
H (-0.87, 2.62, -1.24)  0.293
H (-2.34, 2.10, -0.30)  0.186
H (1.69, 1.12, -0.21)  0.375

Values from the calculation:
LUMO energy	0.902	eV
Kohn-Sham gap	8.9	eV
spin multiplicity	1
total charge	0
SMILES string	C1=CN2C[C@@H]2C=NC1

=====

What should be chosen as the most stable of them? Choose (C).